#a
CH3N2O2 | ωB97M-V/def2-TZVPD

Output
M, g mol⁻¹: 75.05
Net charge: -1

Geometry (Å):
C (-0.30065, 0.97665, -1.41269)
N (0.20427, -0.21540, 1.22845)
N (0.34936, -1.48608, 1.49186)
O (0.29473, 1.98170, -1.10612)
O (-1.05718, 0.67104, -2.29808)
H (1.20927, 0.02293, 1.40405)
H (-0.14617, -0.09782, -0.76394)
H (-0.55364, -1.85302, 1.45649)

#b
CH3N2O2 | ωB97M-V/def2-TZVPD

Output
M, g mol⁻¹: 75.05
Net charge: -1

Geometry (Å):
C (-0.96840, -0.84891, 0.08747)
N (-1.15407, 0.15483, -0.74090)
N (1.19299, 1.46293, -0.09646)
O (1.55993, 0.71698, 0.80939)
O (2.01888, 1.83593, -0.95080)
H (-1.26204, -0.52529, 1.12787)
H (-1.56297, -1.75383, -0.29056)
H (0.17569, -1.04264, 0.05398)

Short version: #b is the least stable of them.

#a
C5H10NS | ωB97M-V/def2-TZVPD

Output
M, g mol⁻¹: 116.21
Net charge: +1
Multiplicity: 3

Geometry (Å):
C (0.92383, -0.13843, 1.73730)
C (2.06916, 0.27027, 1.38444)
C (0.33703, -0.37174, -0.06105)
C (-0.01763, -1.82269, -0.35721)
C (-1.18020, 1.50584, -1.31012)
N (-0.79214, 0.55434, -0.10836)
S (2.00306, 0.19617, -0.42232)
H (0.15317, -0.37036, 2.50694)
H (2.93923, 0.41472, 2.00742)
H (-0.52715, -1.88468, -1.31687)
H (-0.65456, -2.33032, 0.32201)
H (0.77424, -2.48944, -0.51609)
H (-1.51838, 2.41398, -0.88870)
H (-0.37240, 1.64003, -2.01361)
H (-2.04241, 1.11193, -1.76718)
H (-1.61926, 0.09800, 0.16764)
H (-0.47559, 1.20237, 0.63575)

#b
C5H10NS | ωB97M-V/def2-TZVPD

Output
M, g mol⁻¹: 116.21
Net charge: +1
Multiplicity: 3

Geometry (Å):
C (-0.19505, -0.04490, 0.51231)
C (0.12768, -0.34821, 1.75406)
C (-0.65437, -0.98146, -0.68310)
C (0.40575, 0.65291, -1.97294)
C (0.86797, 0.64656, 2.61938)
N (-0.85692, -0.17837, -1.87980)
S (0.42968, 1.47321, -0.27810)
H (-0.20307, -1.35203, 2.02409)
H (0.05873, -1.73589, -0.69943)
H (-1.60628, -1.60588, -0.28555)
H (1.20754, -0.18830, -2.16594)
H (0.28176, 1.31436, -2.73444)
H (0.12483, 0.94253, 3.35461)
H (1.09311, 1.50052, 2.10885)
H (1.64538, 0.11523, 2.98300)
H (-1.06609, -0.57409, -2.79526)
H (-1.66066, 0.36381, -1.86174)

Short version: #a is the least stable of them.

#a
C15H27NO | ωB97M-V/def2-TZVPD

Output
M, g mol⁻¹: 237.39
SMILES string: C#CCCCCCCCCC(=O)NCCCC
Net charge: 0

Geometry (Å):
C (1.85517, 2.25047, 0.41576)
C (2.79237, 2.15680, -0.32354)
C (3.90711, 2.01242, -1.24061)
C (3.54562, 2.43996, -2.67165)
C (2.20845, 1.87599, -3.15290)
C (2.16187, 0.35003, -3.15331)
C (0.83814, -0.21128, -3.67694)
C (-0.40252, 0.26790, -2.91918)
C (-0.34382, -0.01306, -1.41946)
C (-1.61283, 0.46845, -0.70782)
C (-1.44330, 0.31039, 0.79202)
O (-1.06060, 1.20724, 1.51461)
N (-1.70484, -0.93502, 1.24656)
C (-1.60731, -1.30504, 2.63996)
C (-2.97702, -1.65057, 3.22684)
C (-2.93324, -1.88721, 4.73606)
C (-2.14797, -3.13408, 5.12666)
H (1.02297, 2.31090, 1.05545)
H (4.22814, 0.96643, -1.23381)
H (4.74528, 2.61863, -0.88359)
H (4.34786, 2.12172, -3.34233)
H (3.48970, 3.53060, -2.71104)
H (1.42588, 2.26368, -2.50037)
H (2.01672, 2.24084, -4.16542)
H (2.32689, -0.02014, -2.14159)
H (2.97039, -0.03319, -3.78230)
H (0.72395, 0.06465, -4.72842)
H (0.88407, -1.30252, -3.62718)
H (-1.27813, -0.23170, -3.34349)
H (-0.53444, 1.33933, -3.07648)
H (-0.20991, -1.08506, -1.25213)
H (0.50755, 0.50727, -0.97886)
H (-1.76257, 1.52757, -0.92116)
H (-2.48442, -0.08821, -1.05866)
H (-2.04798, -1.63243, 0.60586)
H (-0.92226, -2.15279, 2.73787)
H (-1.18338, -0.44185, 3.15795)
H (-3.37158, -2.54133, 2.73019)
H (-3.65618, -0.82096, 3.01756)
H (-3.95864, -1.98814, 5.09892)
H (-2.49469, -1.01375, 5.22218)
H (-2.53918, -4.00900, 4.61142)
H (-2.22604, -3.30607, 6.19756)
H (-1.09530, -3.02789, 4.87881)

#b
C15H27NO | ωB97M-V/def2-TZVPD

Output
M, g mol⁻¹: 237.39
Net charge: 0

Geometry (Å):
C (-1.38107, 0.57796, 3.88219)
C (-0.66921, 0.06601, 4.61643)
C (0.18117, -0.68360, 5.57595)
C (1.43946, -1.23437, 5.15460)
C (1.30604, -2.44111, 4.58055)
C (0.22728, -2.60878, 3.38881)
C (0.65695, -1.81270, 2.26217)
C (0.05585, -1.89897, 0.93474)
C (0.56091, -1.09087, -0.20496)
C (-0.47763, -1.09847, -1.48136)
C (0.14441, -0.52290, -2.63557)
O (0.82875, -0.88622, -3.48679)
N (-0.06208, 1.20855, -2.39333)
H (-0.65579, 1.26026, -1.72855)
C (0.44482, 2.03846, -3.39922)
C (-0.97289, 2.64405, -4.02385)
C (-0.48841, 3.83744, -5.10258)
C (-1.64699, 4.41039, -5.75130)
H (-1.11747, 5.09442, -6.67760)
H (-2.24529, 4.85014, -5.06506)
H (-2.11010, 3.70115, -6.25531)
H (0.10946, 3.00885, -5.83077)
H (0.24405, 4.32469, -4.69639)
H (-1.59365, 3.06911, -3.30792)
H (-1.19797, 1.87169, -4.63142)
H (0.98043, 2.74269, -3.01432)
H (0.85977, 1.60474, -4.09610)
H (-0.45926, -2.30240, -1.90296)
H (-1.57578, -0.84449, -1.11598)
H (0.47967, -0.01674, 0.05300)
H (1.53117, -1.51093, -0.58797)
H (-0.95063, -1.51023, 1.24198)
H (-0.17120, -2.98406, 0.55769)
H (0.91971, -0.67594, 2.50701)
H (1.81901, -2.15294, 1.92760)
H (-0.65083, -2.41612, 3.46559)
H (0.31656, -3.61345, 2.95857)
H (1.95606, -3.14710, 4.20101)
H (0.81281, -3.39580, 5.26125)
H (2.09707, -1.61779, 6.06344)
H (1.70087, -0.55070, 4.43644)
H (-0.65069, -1.65823, 6.31357)
H (0.36720, 0.04345, 6.62947)
H (-1.93463, 1.17826, 3.31165)

#c
C15H27NO | ωB97M-V/def2-TZVPD

Output
M, g mol⁻¹: 237.39
Net charge: 0

Geometry (Å):
C (2.00432, -1.58798, -3.47198)
C (2.33832, -0.13698, -2.77298)
C (1.32632, 0.09502, -1.82298)
C (1.66832, 1.30002, -1.10598)
N (0.74632, 1.61302, 0.10302)
C (-0.69168, 1.22402, -0.36498)
C (-1.71168, 2.21602, 0.59402)
C (-0.83968, 3.44302, 0.81302)
C (0.66732, 3.01902, 0.33802)
C (1.08932, 0.78802, 1.37702)
H (2.30132, -2.49598, -2.95698)
H (2.73132, -1.50398, -4.50898)
H (0.95032, -1.72198, -4.02398)
H (2.31832, 0.74202, -3.43598)
H (3.25432, -0.09398, -2.35598)
H (1.39132, -0.73298, -1.36098)
H (0.38732, 0.07302, -2.41898)
H (1.81832, 2.09502, -1.89898)
H (2.53832, 1.19502, -0.68898)
H (-0.85068, 0.05202, -0.08498)
H (-0.97268, 1.37902, -1.40098)
H (-2.29068, 1.60202, 1.40202)
H (-2.54768, 2.38602, -0.02098)
H (-0.82868, 3.49802, 1.84402)
H (-1.21668, 4.18302, 0.29502)
H (1.51732, 3.46302, 0.88302)
H (0.76632, 3.78302, -0.60398)
H (0.26332, 0.89702, 2.03202)
H (2.11832, 1.07302, 1.86002)
H (1.22532, -0.33698, 1.14802)
O (-4.26968, 0.52902, -1.25998)
H (-3.70068, 1.03202, -0.87298)
C (-1.58968, -3.16598, 3.38002)
C (-2.46168, -2.33798, 2.43702)
C (-2.00568, -2.02698, 1.15202)
C (-0.65068, -2.43298, 0.77002)
C (0.21932, -3.07098, 1.61202)
C (-0.28568, -3.55098, 2.94402)
H (-2.07668, -3.59498, 4.35902)
H (-3.30668, -2.08198, 2.88702)
H (-2.69368, -1.38498, 0.57802)
H (-0.26268, -2.18298, -0.22798)
H (1.21432, -3.27998, 1.18602)
H (0.39832, -3.95898, 3.66602)

Short version: #b is the least stable of them.

#a
C9H11N2S | ωB97M-V/def2-TZVPD

Output
M, g mol⁻¹: 179.27
Net charge: +1

Geometry (Å):
C (-3.52816, 1.18551, -0.04867)
C (-2.85451, 0.09663, 0.46180)
C (-2.88443, 2.30634, -0.52888)
C (-1.47603, 0.05879, 0.53742)
C (-1.45856, 2.32061, -0.43353)
C (-0.79563, 1.19170, 0.03342)
C (2.50788, 2.38436, 0.01785)
C (1.59600, 0.18829, 0.52408)
C (0.65372, 1.28885, 0.04733)
N (1.26630, 2.37097, -0.28543)
N (2.73560, -2.39427, -0.85963)
S (3.29217, 0.98760, 0.56360)
H (-4.58924, 1.09286, 0.09835)
H (-3.34393, -0.64077, 0.93931)
H (-3.40216, 3.15105, -1.00594)
H (-0.92648, -0.89741, 0.80708)
H (-1.01419, 3.15452, -0.98976)
H (2.89762, 3.29297, -0.22387)
H (1.27106, -0.02970, 1.52990)
H (1.75864, -0.71950, -0.16860)
H (2.69121, -2.91626, 0.11467)
H (3.69731, -2.14771, -1.10401)
H (2.36374, -2.85422, -1.68010)

#b
C9H11N2S | ωB97M-V/def2-TZVPD

Output
M, g mol⁻¹: 179.27
Net charge: +1

Geometry (Å):
C (3.16847, 0.73996, 0.36319)
C (1.94179, -1.33525, 0.09046)
C (1.82652, 0.95170, 0.19288)
C (1.05948, -0.29082, 0.14732)
C (1.22034, 2.16430, -0.18322)
C (0.06805, 2.10580, -0.85843)
C (-1.49842, 0.07323, 0.99676)
C (-2.43352, -1.43024, -0.29557)
C (-0.35696, -0.40209, -0.01469)
N (-1.06192, -1.20074, -0.86666)
N (-2.33778, -1.09746, 1.05256)
S (3.59542, -0.87512, 0.16051)
H (3.95329, 1.48847, 0.27830)
H (1.79943, -2.45292, 0.04957)
H (1.81424, 3.03979, -0.23208)
H (-0.43302, 2.80505, -1.34464)
H (-1.14893, 0.45577, 1.90865)
H (-2.11967, 0.88235, 0.43922)
H (-3.11459, -0.58170, -0.65849)
H (-2.93859, -2.42445, -0.62617)
H (-0.58982, -1.98696, -1.34366)
H (-1.92464, -1.84465, 1.61387)
H (-0.48913, 1.21598, -0.86966)

Short version: #b is the least stable of them.

#a
C2H10N2O2 | ωB97M-V/def2-TZVPD

Output
M, g mol⁻¹: 94.11
Net charge: -1
Multiplicity: 2

Geometry (Å):
C (2.06236, -0.71968, -0.48653)
N (0.83010, -0.09364, -0.07725)
C (0.86146, 1.18145, 0.36102)
N (-0.12011, 2.03661, 0.26553)
H (2.26562, -0.72054, -1.56702)
H (2.88253, -0.16183, -0.03427)
H (2.09297, -1.74983, -0.12884)
H (-0.07129, -0.40425, -0.43628)
H (1.78458, 1.53904, 0.82261)
H (-0.08267, 2.59194, 1.13035)
H (-3.13204, 0.54981, 0.24436)
H (-1.71431, 1.10272, -0.05720)
O (-2.38114, 0.43363, -0.34304)
H (-1.99962, -1.12646, -0.11999)
H (-1.71421, -2.45051, 0.63747)
O (-1.56423, -2.00846, -0.21094)

#b
C2H10N2O2 | ωB97M-V/def2-TZVPD

Output
M, g mol⁻¹: 94.11
Net charge: -1
Multiplicity: 2

Geometry (Å):
C (0.64557, 0.66464, -1.24575)
N (1.73389, 2.04450, 1.26902)
C (1.01989, 0.89860, 1.14431)
N (0.29817, 0.53107, 0.15115)
H (0.19033, -0.10332, -1.87630)
H (0.16731, 1.63619, -1.56953)
H (1.71704, 0.85283, -1.41882)
H (1.61843, 2.74807, 0.54907)
H (2.44543, 2.20178, 1.97320)
H (1.24937, 0.23574, 1.98210)
H (-2.37936, -0.92957, 1.55744)
H (-1.13059, -0.35301, 0.74627)
O (-1.80920, -1.08546, 0.80560)
H (-1.71940, -1.96336, -2.45852)
H (-1.57923, -2.45203, -0.93348)
O (-1.32332, -2.58461, -1.86776)

Short version: #b is the least stable of them.

#a
C2H8N4O | ωB97M-V/def2-TZVPD

Output
M, g mol⁻¹: 104.11
Net charge: +2

Geometry (Å):
C (-1.28195, 0.11490, -0.89656)
C (1.24170, -0.35751, 0.10683)
N (1.61744, -1.37191, -0.56446)
N (-0.61952, -0.09474, 0.27173)
N (-2.33622, 0.87210, -0.84304)
N (1.85147, 0.45885, 0.85353)
O (-0.82456, 0.57662, 1.38855)
H (-1.22950, -0.51141, -1.82139)
H (1.05249, -1.69994, -1.31832)
H (2.46882, -1.99928, -0.39433)
H (-2.95866, 1.18344, -1.58990)
H (-2.42980, 1.50400, 0.06423)
H (2.92719, 0.35894, 0.96932)
H (1.20687, 0.87031, 1.60361)
H (-0.68578, 0.09562, 2.17019)

#b
C2H8N4O | ωB97M-V/def2-TZVPD

Output
M, g mol⁻¹: 104.11
Net charge: +2

Geometry (Å):
C (1.48720, -0.50440, -0.19822)
C (-2.43543, -1.11755, -0.22248)
N (2.41791, 0.13610, 0.41000)
N (-0.86742, 0.44211, 0.39707)
N (2.63287, 1.38151, -0.08922)
N (-2.06495, 0.08021, 0.41242)
O (0.83238, -1.13747, -0.91492)
H (-2.95757, -0.92986, -1.20666)
H (-1.49266, -1.60810, -0.48242)
H (-3.05454, -1.80628, 0.30754)
H (3.11382, -0.21898, 1.15128)
H (-0.80558, 1.51570, 0.73671)
H (3.57427, 1.60207, -0.09206)
H (2.37653, 1.49098, -1.03731)
H (-2.75682, 0.67396, 0.82828)

Short version: #b is the least stable of them.

#a
C2H7N2 | ωB97M-V/def2-TZVPD

Output
M, g mol⁻¹: 59.09
SMILES string: CC(N)=[NH2+]
Net charge: +1

Geometry (Å):
C (1.11046, -0.65612, 0.07056)
C (-0.10889, 0.14959, -0.09325)
N (-0.17669, 1.37999, 0.41949)
N (-1.36108, -0.57653, -0.42235)
H (2.02560, 0.09329, 0.09551)
H (0.98670, -1.10276, 1.00170)
H (1.16198, -1.53453, -0.70459)
H (0.71775, 1.77907, 0.80290)
H (-0.92681, 2.06533, 0.34826)
H (-1.28232, -1.51176, -0.83464)
H (-2.14669, -0.08557, -0.68358)

#b
C2H7N2 | ωB97M-V/def2-TZVPD

Output
M, g mol⁻¹: 59.09
SMILES string: CNC=[NH2+]
Net charge: +1

Geometry (Å):
C (0.54085, 1.78931, -0.14617)
N (0.49645, 0.35584, 0.31737)
C (-0.50611, -0.43482, -0.07959)
N (-0.54954, -1.76370, -0.05363)
H (-0.41702, 2.24468, -0.44897)
H (0.82869, 2.33610, 0.79340)
H (1.18082, 1.63582, -1.02693)
H (1.21893, -0.09769, 0.89261)
H (-1.33056, 0.12248, -0.55749)
H (-0.60561, -2.28261, 0.76909)
H (-0.71202, -2.23068, -0.91332)

Short version: #b is the least stable of them.

#a
C3H11O | ωB97M-V/def2-TZVPD

Output
M, g mol⁻¹: 63.12
Net charge: 0
Multiplicity: 2

Geometry (Å):
O (-1.96758, -0.08301, -1.71507)
H (-1.93388, -0.22606, -2.72971)
H (-2.91004, -0.37691, -1.40229)
H (-1.62351, 0.84776, -1.42315)
C (0.98734, -1.28027, 0.41545)
C (0.45915, -0.06092, 1.15609)
C (0.80042, 1.26676, 0.50441)
H (0.57941, -1.31526, -0.59521)
H (2.06942, -1.20158, 0.34279)
H (0.70130, -2.18784, 0.94437)
H (-0.61245, -0.15634, 1.36371)
H (0.83257, -0.04156, 2.19035)
H (0.60453, 1.22500, -0.57163)
H (1.84758, 1.53243, 0.61428)
H (0.16573, 2.05781, 0.90560)

#b
C3H11O | ωB97M-V/def2-TZVPD

Output
M, g mol⁻¹: 63.12
Net charge: 0
Multiplicity: 2

Geometry (Å):
O (-2.36403, -1.72495, 1.79284)
H (-2.96842, -1.72771, 2.59746)
H (-2.12959, -0.91657, 1.24418)
H (-2.65996, -2.34830, 1.10718)
C (1.85647, 1.27532, -1.43591)
C (0.85904, 1.01311, -0.20510)
C (0.14870, -0.34753, -0.05404)
H (2.66854, 0.55976, -1.61848)
H (2.36815, 2.24358, -1.67249)
H (1.23734, 1.17038, -2.28695)
H (-0.09084, 1.62700, -0.03673)
H (1.37853, 1.19682, 0.71975)
H (-0.69109, -0.28936, 0.64742)
H (-0.41024, -0.61535, -1.12006)
H (0.79743, -1.11619, 0.32095)

Short version: #b is the least stable of them.